20
Properties=species:S:1:pos:R:3:mulliken_spin:R:1 method="wB97M-V/def2-TZVPD" charge=+1 spin_multiplicity=2 homo_lumo_gap_ha="0.4174 / 0.2310" s2=0.757
C -0.89 0.91 3.00 0.063
C -1.08 0.36 1.59 -0.010
N 0.09 0.64 0.77 0.699
C -0.05 1.47 -0.36 0.023
C 0.55 0.52 -1.40 0.041
N -0.47 -0.43 -1.91 0.071
O 1.78 0.32 -1.57 0.070
H -0.87 1.92 3.04 0.000
H -1.62 0.53 3.75 0.002
H -0.10 0.49 3.46 -0.001
H -1.14 -0.73 1.76 0.041
H -1.94 0.85 1.19 0.000
H 0.94 0.65 1.22 -0.020
H -0.89 1.97 -0.61 0.002
H 0.62 2.33 -0.32 0.021
H -1.40 -0.12 -1.90 -0.001
H -0.12 -1.05 -2.63 -0.002
H 0.92 -2.38 -0.81 0.000
H -0.05 -2.95 0.15 0.000
O 0.37 -3.14 -0.59 0.001

=====

20
Properties=species:S:1:pos:R:3:mulliken_spin:R:1 method="wB97M-V/def2-TZVPD" charge=+1 spin_multiplicity=2 homo_lumo_gap_ha="0.4007 / 0.2230" s2=0.754
C 0.43 1.62 0.26 0.006
N -0.59 0.72 0.76 0.746
C 0.29 -1.61 0.48 0.119
C -0.84 -0.58 0.20 0.010
C -1.29 -0.64 -1.26 0.002
N -2.30 0.22 -1.61 0.011
O -0.89 -1.46 -2.04 0.010
H -0.13 2.45 -0.19 0.060
H 1.13 1.97 1.00 0.018
H 0.89 1.16 -0.60 0.021
H -0.58 0.65 1.77 -0.025
H 1.10 -1.36 -0.20 0.005
H -0.07 -2.60 0.23 0.005
H 0.62 -1.44 1.48 -0.002
H -1.75 -0.88 0.73 0.009
H -2.60 0.16 -2.56 0.001
H -2.46 1.10 -1.16 0.001
H 2.89 0.77 0.40 0.000
H 3.42 -0.15 1.49 0.000
O 2.73 -0.08 0.81 0.002

=====

20
Properties=species:S:1:pos:R:3:lowdin_charge:R:1 method="wB97M-V/def2-TZVPD" homo_lumo_gap_ha=0.3357
C -1.28 -0.95 -0.66 -0.100
C -1.17 0.42 1.61 -0.065
C -1.20 1.47 -0.65 -0.032
C -1.17 0.39 0.11 -0.495
N 2.12 -0.14 -1.45 -0.106
N 1.52 -1.03 0.77 -0.200
O 2.78 1.16 0.70 -0.493
S 1.60 0.49 0.09 0.804
H -2.30 -1.16 -0.81 0.050
H -0.79 -1.13 -1.70 0.109
H -0.85 -1.87 -0.10 0.074
H -0.82 1.47 1.87 0.121
H -0.51 -0.22 2.01 -0.006
H -2.11 0.09 1.99 0.085
H 2.98 -0.36 -1.37 -0.056
H -1.31 1.34 -1.81 0.108
H -1.50 2.43 -0.39 0.038
H 1.86 0.48 -2.21 0.056
H 0.96 -1.75 0.26 0.047
H 1.19 -1.15 1.73 0.060

=====

20
Properties=species:S:1:pos:R:3:lowdin_charge:R:1 method="wB97M-V/def2-TZVPD" smiles=CO[Si@]1(N)CCCN1 homo_lumo_gap_ha=0.3633
C 1.53 1.51 -2.22 -0.156
O 0.28 0.96 -1.84 -0.253
Si -0.03 -0.18 -0.60 0.344
N -0.11 -1.85 -1.17 -0.039
C -1.60 0.22 0.39 -0.234
C -1.31 -0.43 1.70 -0.252
C 0.17 -0.01 2.02 -0.213
N 0.97 -0.23 0.75 -0.094
H 2.18 0.86 -1.79 0.020
H 1.80 2.46 -1.74 0.086
H 1.69 1.54 -3.35 0.107
H 0.11 -2.48 -0.43 0.001
H -0.74 -2.30 -1.87 0.050
H -2.32 -0.43 -0.12 0.064
H -2.12 1.16 0.42 0.076
H -1.35 -1.53 1.65 0.110
H -1.93 0.00 2.45 0.093
H 0.22 1.17 2.23 0.147
H 0.63 -0.52 2.76 0.052
H 1.96 0.06 0.77 0.093

=====

19
Properties=species:S:1:pos:R:3:mulliken_spin:R:1 method="wB97M-V/def2-TZVPD" charge=-1 spin_multiplicity=2 homo_lumo_gap_ha="0.0797 / 0.3246" s2=0.751
C -0.80 0.73 0.55 0.050
N 0.11 -0.40 0.13 -0.245
C -0.08 -0.53 -1.31 0.834
C 0.88 -1.57 -1.93 0.490
S 1.22 -1.18 -3.69 0.520
C -1.09 0.78 2.10 0.128
N 0.13 1.24 2.76 0.357
H -1.83 0.69 0.05 0.001
H -0.16 1.66 0.22 -0.082
H 1.00 -0.06 0.23 -0.212
H -1.01 -0.84 -1.61 0.318
H -0.16 0.41 -1.86 0.338
H 0.62 -2.67 -1.96 -0.742
H 1.82 -1.80 -1.38 -0.272
H 1.44 0.13 -3.53 -0.084
H -1.39 -0.26 2.43 -0.026
H -1.86 1.47 2.51 -0.104
H 0.16 1.44 3.75 -0.055
H 1.01 0.76 2.53 -0.214

=====

19
Properties=species:S:1:pos:R:3:mulliken_spin:R:1 method="wB97M-V/def2-TZVPD" charge=-1 spin_multiplicity=2 homo_lumo_gap_ha="0.1056 / 0.2824" s2=0.750
C -0.08 1.94 0.36 -0.231
C -0.10 1.96 -0.98 2.381
N 0.36 0.80 -1.72 -0.981
N -0.77 2.82 1.18 0.097
H 0.42 1.12 0.86 -0.047
H -0.56 2.72 -1.59 0.036
H 0.69 1.07 -2.65 -0.707
H 1.04 -0.10 -1.04 0.257
H -0.48 0.21 -1.86 -0.084
H -1.58 3.26 0.78 0.012
H -0.97 2.46 2.10 -0.047
C -1.43 -1.84 0.78 0.182
C -0.02 -2.42 0.82 0.049
S 1.23 -1.49 -0.16 0.188
H -1.81 -1.85 -0.25 -0.070
H -1.41 -0.79 1.06 0.001
H -2.10 -2.42 1.41 -0.024
H 0.02 -3.45 0.48 -0.006
H 0.33 -2.46 1.86 -0.005

=====

Short version: energy relative to the best compared isomer or geometry (same formula, charge and spin) = 280.0 125.0 375.3 27.4 191.2 167.5 kJ/mol, in the order given.